(1)
The following is a DFT calculation (the ωB97M-V functional and the def2-TZVPD basis) of C43H55N3O8SSeW as an isolated structure at a distorted geometry.

Positions of all 112 atoms, in Å:
1 W -0.3361 -0.6115 -1.3232
2 C 4.1800 -0.3414 4.7885
3 C 4.3088 -1.5115 3.8017
4 C 3.6541 -2.7698 4.4023
5 C 5.7949 -1.8012 3.5772
6 C 3.5836 -1.1778 2.5051
7 C 2.2066 -0.9512 2.5356
8 C 1.5299 -0.7933 1.3513
9 Se -0.4325 -0.6445 1.2314
10 C -0.7394 1.3103 1.2897
11 C -1.2327 1.9653 2.3915
12 C -1.5369 3.3239 2.2920
13 C -1.2876 3.9684 1.0834
14 C -0.7915 3.3389 -0.0587
15 C -0.5497 1.9717 0.0708
16 O -0.1702 1.1222 -0.9523
17 C -0.5571 4.1042 -1.3652
18 C -1.5479 3.6070 -2.4323
19 C -0.7875 5.6032 -1.1721
20 C 0.8947 3.8975 -1.8353
21 C -2.0932 4.0613 3.5036
22 C -3.1845 3.2121 4.1787
23 C -2.7049 5.4128 3.1212
24 C -0.9313 4.2926 4.4845
25 C 2.1888 -0.8991 0.1251
26 O 1.3544 -0.9687 -0.9685
27 C 3.5836 -0.9603 0.0547
28 C 4.2368 -1.1216 1.2747
29 C 4.3305 -0.8116 -1.2761
30 C 3.9551 0.5391 -1.9228
31 C 4.0018 -1.9616 -2.2454
32 C 5.8410 -0.8038 -1.0352
33 H 4.7252 -0.5725 5.7036
34 H 3.1405 -0.1497 5.0602
35 H 4.6007 0.5728 4.3663
36 H 4.2262 -3.0919 5.2723
37 H 3.6450 -3.5862 3.6777
38 H 2.6286 -2.5819 4.7224
39 H 6.2485 -2.0781 4.5279
40 H 6.3283 -0.9256 3.2028
41 H 5.9412 -2.6365 2.8893
42 H 1.6662 -0.9021 3.4725
43 H -1.3782 1.4221 3.3161
44 H -1.5052 5.0227 1.0117
45 H -2.5755 3.7592 -2.0954
46 H -1.4032 2.5558 -2.6595
47 H -1.4007 4.1631 -3.3586
48 H -1.8185 5.8247 -0.8928
49 H -0.5907 6.1131 -2.1145
50 H -0.1120 6.0156 -0.4205
51 H 1.0810 2.8696 -2.1406
52 H 1.5941 4.1586 -1.0391
53 H 1.1001 4.5373 -2.6932
54 H -3.9240 2.8786 3.4480
55 H -3.6961 3.8144 4.9282
56 H -2.7721 2.3405 4.6884
57 H -3.4820 5.2966 2.3625
58 H -1.9559 6.1204 2.7628
59 H -3.1669 5.8549 4.0028
60 H -0.4904 3.3464 4.8042
61 H -1.2910 4.8166 5.3707
62 H -0.1504 4.8980 4.0212
63 H 5.3112 -1.2238 1.2597
64 H 2.8875 0.6275 -2.1125
65 H 4.4640 0.6322 -2.8826
66 H 4.2653 1.3719 -1.2896
67 H 2.9874 -1.9052 -2.6296
68 H 4.1435 -2.9341 -1.7691
69 H 4.6729 -1.9011 -3.1027
70 H 6.1228 -0.0416 -0.3074
71 H 6.3535 -0.5750 -1.9689
72 H 6.1911 -1.7780 -0.6899
73 C -5.0626 1.2819 -0.2101
74 C -5.6662 -0.0997 -0.4645
75 C -4.8029 -1.0039 -1.3882
76 C -5.3668 -2.4466 -1.3666
77 C -4.6871 -3.3764 -2.3684
78 C -4.9183 -0.4746 -2.8122
79 O -5.9548 -0.3367 -3.3856
80 N -3.7078 -0.1583 -3.4872
81 C -2.5190 -0.1178 -2.8873
82 O -1.4168 0.1329 -3.4362
83 N -2.4100 -0.3558 -1.5541
84 C -3.4043 -1.0120 -0.8347
85 O -3.0862 -1.5063 0.2276
86 H -5.7323 1.8620 0.4223
87 H -4.9267 1.8314 -1.1457
88 H -4.0948 1.2164 0.2943
89 H -6.6376 0.0071 -0.9457
90 H -5.8054 -0.6333 0.4756
91 H -6.4341 -2.3831 -1.5761
92 H -5.2348 -2.8238 -0.3528
93 H -4.9140 -3.0940 -3.3977
94 H -5.0413 -4.3955 -2.2228
95 H -3.6016 -3.3726 -2.2436
96 H -3.7668 0.0401 -4.4796
97 O 0.2459 -3.2396 0.1154
98 C -0.0213 -3.4700 -1.0514
99 N -0.8466 -2.6135 -1.7644
100 S -0.4981 -2.7909 -3.3957
101 O 0.4901 -1.6965 -3.4945
102 O -1.6566 -2.6960 -4.2086
103 C 0.3127 -4.3490 -3.2493
104 C 0.7560 -5.2268 -4.2118
105 C 1.4590 -6.3442 -3.7676
106 C 1.7071 -6.5494 -2.4150
107 C 1.2502 -5.6522 -1.4555
108 C 0.5359 -4.5504 -1.8874
109 H 0.5681 -5.0571 -5.2634
110 H 1.8232 -7.0576 -4.4940
111 H 2.2650 -7.4207 -2.0999
112 H 1.4279 -5.7984 -0.3986

Forces on the atoms, in the same order (eV/Å):
W -1.7 -0.4 -6.2
C 0.0 0.0 -0.1
C 0.1 0.0 0.2
C 0.1 0.1 -0.1
C -0.1 0.0 0.0
C 0.2 0.0 0.0
C -0.4 0.2 0.0
C -0.3 -0.1 -0.5
Se 0.1 0.3 0.7
C 0.1 -0.5 -0.4
C 0.1 -0.4 0.1
C 0.0 0.2 0.0
C 0.0 -0.1 0.2
C 0.2 -0.3 -0.3
C -0.3 0.6 0.5
O 0.0 1.2 0.6
C 0.0 0.0 -0.1
C 0.1 0.1 0.2
C 0.0 0.0 0.0
C -0.2 0.0 0.1
C 0.0 0.0 0.1
C 0.1 0.1 -0.1
C 0.0 -0.1 0.0
C -0.1 0.0 0.0
C 0.7 0.0 0.7
O 1.9 0.0 0.9
C -0.5 0.0 -0.5
C -0.1 0.0 0.2
C 0.1 0.0 -0.1
C 0.1 -0.2 0.1
C 0.0 0.0 0.2
C 0.0 0.0 0.0
H 0.0 0.0 0.0
H 0.0 0.0 0.0
H 0.0 0.0 0.0
H 0.0 0.0 0.0
H 0.0 0.0 0.0
H 0.0 0.0 0.0
H 0.0 0.0 0.0
H 0.0 0.0 0.0
H 0.0 0.0 0.0
H 0.1 -0.1 0.0
H -0.1 0.0 0.0
H 0.0 -0.1 0.0
H 0.0 0.0 0.0
H 0.0 -0.2 -0.1
H 0.0 0.0 0.0
H 0.0 0.0 0.0
H 0.0 0.0 0.0
H 0.0 0.1 0.0
H 0.1 -0.1 0.0
H 0.0 0.0 0.0
H 0.0 0.0 0.0
H 0.0 0.0 0.0
H 0.0 0.0 0.0
H 0.0 0.0 0.0
H 0.0 0.0 0.0
H 0.0 0.0 0.0
H 0.0 0.0 0.0
H 0.0 0.0 0.0
H 0.0 0.0 0.0
H 0.0 0.0 0.0
H -0.1 0.0 0.0
H -0.1 0.0 0.0
H 0.0 0.0 0.0
H 0.0 0.0 0.0
H -0.2 0.0 0.0
H 0.0 0.0 0.0
H 0.0 0.0 0.0
H 0.1 0.0 0.0
H 0.0 0.0 0.0
H 0.1 0.0 0.0
C -0.1 -0.2 -0.1
C 0.2 0.2 0.0
C -0.4 -0.1 0.1
C 0.1 0.0 -0.2
C -0.1 0.1 0.1
C 0.1 0.1 0.1
O 0.0 -0.1 0.0
N 0.1 0.0 -0.2
C -0.1 0.3 0.6
O 0.6 -0.2 1.1
N -0.4 -0.4 0.7
C 0.4 0.1 0.4
O -0.3 0.1 -0.2
H 0.0 0.1 0.0
H 0.0 0.0 0.0
H 0.0 0.0 0.0
H 0.0 -0.1 0.0
H 0.0 0.0 0.0
H 0.0 0.0 0.0
H -0.1 0.0 0.0
H 0.0 0.0 0.0
H 0.0 0.0 0.0
H 0.0 -0.1 0.0
H 0.0 0.0 0.0
O -0.1 -0.3 -0.2
C 0.0 -0.2 1.0
N 0.1 -0.4 0.2
S 0.0 0.6 0.5
O 0.1 0.3 0.2
O 0.1 -0.5 -0.2
C -0.2 0.2 0.4
C -0.1 0.1 -0.2
C 0.0 0.0 0.0
C 0.0 0.0 0.1
C -0.1 0.1 0.0
C 0.0 -0.1 -0.2
H 0.0 0.0 0.0
H 0.0 0.0 0.0
H 0.0 0.0 0.0
H 0.0 0.0 0.0

As for the total charge: +2. For the HOMO energy, the calculation gives -14.162 eV. Its electronic energy is -5303.97683 hartree. The calculation puts the lowest unoccupied orbital energy at -8.73 eV. Its spin multiplicity is 1. For the frontier orbital gap, the calculation gives 5.4 eV. The energy above the lowest of the compared OMol25 structures with the same formula, charge and spin is 239.2 kJ/mol.

Atomic partial charges in e from the Mulliken method, atoms 1 to 4: W -1.066; C -1.606; C 1.940; C -1.574

***

(2)
The following is a DFT calculation (the ωB97M-V functional and the def2-TZVPD basis) of a 5-piece molecular cluster, C43H56F3IN3O2P2 overall at a distorted geometry.

Positions of all 110 atoms, in Å:
1 C 2.9148 0.5130 -0.5434
2 C 2.0767 1.4303 -1.6609
3 C 0.9725 2.4247 -0.9728
4 I 1.2307 4.4039 -1.8397
5 C -0.5877 1.8213 -1.0111
6 C -0.4589 0.3895 -0.1537
7 N -0.8669 1.4448 -2.4247
8 C -2.2846 1.5466 -2.9295
9 C -2.2081 1.5066 -4.5555
10 C -3.1548 0.3952 -5.3066
11 C -4.7507 0.5279 -5.6489
12 C -5.6196 -0.6544 -6.4511
13 C -4.9115 -2.0463 -6.9702
14 C -3.2829 -2.1932 -6.6254
15 C -2.4901 -3.5595 -7.0732
16 C -2.4394 -1.0173 -5.8511
17 P -3.1894 -0.0893 -2.3656
18 N -2.3168 -1.4234 -2.6425
19 C -3.0813 2.7657 -2.2266
20 P -4.0541 3.9631 -3.3446
21 N -2.9766 4.9046 -4.1690
22 O -2.2639 3.6483 -1.3482
23 C -1.5733 2.9004 -0.2969
24 C -2.5200 2.3280 0.9132
25 C -1.7734 2.3609 2.4091
26 O -2.1554 3.6575 3.0278
27 C -2.4961 1.1617 3.2966
28 F -2.1656 1.2114 4.7415
29 F -3.9922 1.1693 3.1644
30 F -2.0523 -0.1932 2.8051
31 H 2.6952 -0.6075 -0.7995
32 H 4.0792 0.6782 -0.7356
33 H 2.6426 0.8298 0.5520
34 H 1.6793 0.7679 -2.5393
35 H 2.9093 2.1397 -2.1396
36 H 1.2468 2.5012 0.1802
37 H 0.0347 0.6151 0.9065
38 H 0.2142 -0.4055 -0.7012
39 H -1.4890 -0.1204 0.0500
40 H -0.4803 0.4641 -2.5760
41 H -0.2768 2.0600 -3.0476
42 H -1.0958 1.1726 -4.8455
43 H -2.3580 2.5211 -5.1152
44 H -5.3476 1.4852 -5.3490
45 H -6.7590 -0.4536 -6.6761
46 H -5.5382 -2.8474 -7.5480
47 H -3.3083 -4.4279 -7.0740
48 H -1.7619 -3.8289 -6.1684
49 H -1.9163 -3.4682 -8.0903
50 H -1.2767 -1.2219 -5.6766
51 H -4.5349 -0.1340 -2.9552
52 H -3.4317 -0.0579 -0.9239
53 H -2.8800 -2.0572 -3.2539
54 H -3.9009 2.2943 -1.4961
55 H -4.8453 4.8510 -2.4940
56 H -4.8833 3.3527 -4.3450
57 H -2.0468 4.5400 -3.8694
58 H -0.8629 3.6937 0.2475
59 H -3.4259 3.0983 1.0196
60 H -3.0062 1.2849 0.7287
61 H -0.6056 2.2328 2.3263
62 H -2.9664 3.4966 3.6268
63 C 4.6296 -2.8875 -1.7371
64 C 5.6112 -2.1003 -2.3383
65 C 6.9215 -2.1337 -1.8620
66 C 7.2525 -2.9627 -0.7898
67 C 6.2716 -3.7528 -0.1911
68 C 4.9593 -3.7124 -0.6614
69 H 3.6078 -2.8586 -2.1063
70 H 5.3546 -1.4595 -3.1782
71 H 7.6847 -1.5151 -2.3264
72 H 8.2746 -2.9926 -0.4217
73 H 6.5301 -4.4000 0.6434
74 H 4.1943 -4.3239 -0.1912
75 C -0.8938 3.4498 6.7136
76 C -0.0556 2.3378 6.7879
77 C 0.7826 2.1677 7.8893
78 C 0.7754 3.1055 8.9222
79 C -0.0655 4.2157 8.8496
80 C -0.8970 4.3906 7.7438
81 H -1.5445 3.5838 5.8534
82 H -0.0551 1.6034 5.9862
83 H 1.4405 1.3045 7.9437
84 H 1.4251 2.9706 9.7829
85 H -0.0722 4.9456 9.6554
86 H -1.5481 5.2584 7.6850
87 C 12.1037 -4.6871 2.3603
88 C 12.5050 -4.9493 1.0508
89 C 12.0390 -4.1529 0.0051
90 C 11.1786 -3.0872 0.2706
91 C 10.7803 -2.8227 1.5806
92 C 11.2390 -3.6249 2.6252
93 H 12.4644 -5.3101 3.1746
94 H 13.1808 -5.7755 0.8448
95 H 12.3465 -4.3616 -1.0160
96 H 10.8192 -2.4635 -0.5436
97 H 10.1111 -1.9912 1.7875
98 H 10.9242 -3.4219 3.6451
99 C -8.0480 -0.3959 4.2667
100 C -6.8524 -0.4984 3.5562
101 C -6.6611 -1.5491 2.6594
102 C -7.6703 -2.4928 2.4658
103 C -8.8673 -2.3882 3.1736
104 C -9.0550 -1.3427 4.0773
105 H -8.1954 0.4211 4.9681
106 H -6.0688 0.2409 3.7020
107 H -5.7268 -1.6324 2.1109
108 H -7.5232 -3.3089 1.7633
109 H -9.6543 -3.1228 3.0214
110 H -9.9855 -1.2646 4.6326

Forces on the atoms, in the same order (eV/Å):
C 0.2 0.0 -1.2
C 1.7 0.8 0.3
C 0.1 -1.8 1.0
I -0.5 -0.6 0.2
C 2.5 -0.8 3.2
C 0.0 0.1 0.6
N 0.4 0.5 -1.0
C -1.7 0.0 -0.5
C 0.4 -1.1 -1.8
C -2.2 -3.6 -2.5
C 1.8 -2.8 -1.0
C 3.9 -0.9 0.4
C 2.3 4.4 2.7
C -1.2 2.6 0.6
C -0.9 0.1 1.6
C -3.6 0.1 -0.7
P 0.2 -2.8 -0.2
N -1.3 1.5 -0.1
C -1.3 -0.8 2.3
P 3.3 3.2 -1.8
N -0.8 -2.3 1.5
O -0.3 -1.9 -0.4
C 0.7 0.1 0.8
C -1.0 0.5 0.1
C -2.1 0.2 -0.3
O -0.5 -2.5 0.5
C -0.1 -2.3 1.0
F -1.4 -0.1 -5.0
F 4.9 0.2 0.5
F -1.5 4.3 1.5
H 0.4 2.0 1.0
H -2.6 -0.4 0.6
H 0.5 -0.9 -2.2
H 0.6 1.2 1.7
H -2.1 -1.6 0.9
H -0.7 0.0 -2.5
H -1.1 -0.5 -2.4
H -1.3 1.7 0.9
H 1.9 1.0 -0.5
H -0.9 0.9 0.1
H -0.6 -0.4 0.6
H -2.4 0.6 0.6
H 0.1 -1.5 1.6
H 1.3 -2.0 -0.6
H 2.6 -0.4 0.6
H 1.5 1.7 1.3
H 1.9 1.9 -0.3
H -1.4 0.6 -2.2
H -1.2 -0.1 2.1
H -2.9 0.6 -0.3
H 1.2 0.7 0.6
H 0.1 0.9 -1.1
H 0.9 0.7 0.4
H 1.6 0.6 -1.4
H 0.0 -1.4 -0.3
H -0.2 -0.3 1.2
H -0.6 0.8 -0.3
H -1.6 -1.6 -1.5
H 2.1 -1.6 -0.2
H 1.1 1.9 0.2
H -2.5 0.2 0.6
H 1.8 0.4 -1.4
C 0.2 0.0 0.1
C 0.0 -0.1 0.1
C -0.1 -0.1 0.1
C -0.2 0.0 -0.1
C 0.0 0.1 -0.1
C 0.1 0.1 -0.1
H 0.1 0.0 0.0
H 0.1 -0.1 0.1
H -0.1 -0.1 0.0
H -0.2 0.0 0.0
H 0.0 0.1 -0.1
H 0.1 0.1 -0.1
C 0.1 0.0 0.2
C 0.0 0.1 0.1
C -0.1 0.2 0.0
C -0.1 0.0 -0.2
C 0.0 -0.1 -0.1
C 0.1 -0.2 0.0
H 0.1 0.0 0.1
H 0.0 0.1 0.2
H -0.1 0.1 0.0
H -0.1 0.0 -0.1
H 0.0 -0.1 -0.1
H 0.1 -0.1 0.0
C -0.1 0.1 -0.1
C -0.1 0.1 0.0
C -0.1 0.0 0.2
C 0.1 -0.2 0.2
C 0.1 -0.1 0.0
C 0.1 -0.1 -0.2
H -0.1 0.1 -0.1
H -0.1 0.1 0.0
H 0.0 0.0 0.1
H 0.1 -0.1 0.1
H 0.1 -0.1 0.0
H 0.1 0.0 -0.1
C 0.0 -0.1 -0.1
C -0.1 -0.1 0.0
C -0.2 0.0 0.1
C 0.0 0.1 0.1
C 0.1 0.1 0.0
C 0.2 0.0 -0.1
H 0.0 -0.1 -0.1
H -0.2 -0.2 0.0
H -0.1 0.0 0.1
H 0.0 0.1 0.1
H 0.1 0.1 0.0
H 0.1 0.0 -0.1

As for the total charge: +1. For the HOMO energy, the calculation gives -10.526 eV. Its electronic energy is -3265.96278 hartree. The calculation puts the lowest unoccupied orbital energy at -2.81 eV. Its spin multiplicity is 1. For the frontier orbital gap, the calculation gives 7.7 eV.

Atomic partial charges in e from the Mulliken method, atoms 1 to 4: C -0.768; C -0.193; C -1.093; I 0.204